1.
Computed, not measured: C34H24BrN6O4RhS2 as an isolated structure in a non-equilibrium geometry, with ωB97M-V with the def2-TZVPD basis set.

Output
spin multiplicity	1
molecular weight	827.55	g/mol
Kohn-Sham gap	7.00	eV

Last column: Mulliken charge in e.
CARTESIAN COORDINATES (ANGSTROEM)
Rh (0.40130, 0.15269, 0.00178)  -0.068
Br (0.69860, -6.58381, -0.23882)  -0.224
S (-0.97050, 0.44149, -4.71232)  -0.247
S (0.39290, 4.97919, -0.46712)  -0.251
O (-1.88840, -1.13761, 1.86218)  -0.525
O (-1.67410, 0.24659, 0.12498)  -0.399
O (-8.49540, 0.54869, -0.29782)  -0.615
O (-8.63360, -0.06681, 1.77828)  -0.616
N (-0.18470, 0.38099, -2.23842)  1.381
N (0.35870, 2.38729, -0.34542)  0.683
N (-7.99450, 0.18439, 0.76178)  0.983
N (-0.60190, -1.74161, -3.17482)  -0.320
N (2.45840, 0.25589, 0.03888)  1.166
N (0.79970, 3.43909, 1.71408)  -0.380
C (-0.57370, -0.40211, -3.19682)  -0.303
C (-5.97740, -0.41571, 1.98378)  -0.545
C (2.19280, -0.09531, 3.73058)  -0.958
C (0.09630, 2.70709, -1.65492)  -0.294
C (2.95520, 0.20139, -2.32262)  0.095
C (4.76760, 0.32189, -0.73442)  1.121
C (1.75650, -2.57391, -0.05392)  -0.813
C (0.63530, -4.68131, -0.21532)  -0.286
C (-0.57190, 1.91939, -3.93732)  -0.697
C (0.09390, 4.09149, -1.90332)  -0.839
C (1.95700, 0.13679, 2.35988)  1.847
C (-0.31790, 0.81329, 2.89998)  1.401
C (5.21880, 0.37419, -3.11212)  -0.658
C (1.80740, -3.95661, -0.09242)  -0.731
C (-0.57880, -4.03061, -0.33712)  -0.522
C (5.23220, 0.23639, 0.60708)  -1.219
C (4.31740, 0.10519, 1.60928)  -1.405
C (3.86130, 0.25559, -3.36552)  -0.978
C (-4.45220, 0.23499, -0.26432)  -0.343
C (2.94440, 0.14499, 1.33888)  0.753
C (-0.02540, 0.69109, 4.25208)  -1.031
C (-3.84130, -0.23731, 0.89698)  0.049
C (3.36210, 0.26999, -0.98192)  -0.460
C (0.62860, 0.44569, 1.95278)  -1.674
C (-2.35540, -0.40651, 0.99338)  0.372
C (0.54530, -1.87531, -0.11472)  1.032
C (-0.20250, 1.70729, -2.59622)  -0.377
C (-5.82070, 0.37679, -0.31002)  -0.502
C (1.21370, 0.18379, 4.65188)  -1.041
C (0.51840, 3.43409, 0.40658)  0.058
C (5.66240, 0.39359, -1.80122)  -0.788
C (-0.61470, -2.64361, -0.29832)  -0.391
C (-4.61070, -0.56671, 2.01538)  -0.592
C (-6.58130, 0.04559, 0.81288)  -0.100
H (6.71990, 0.43759, -1.58212)  0.412
H (3.49780, 0.18839, -4.38092)  0.505
H (2.75690, -4.46571, -0.01832)  0.471
H (-4.10470, -0.93441, 2.89518)  0.515
H (-0.52420, -2.19711, -2.26942)  0.168
H (-0.75330, 0.98289, 4.99418)  0.473
H (2.70600, -2.06721, 0.03028)  0.257
H (-1.29020, 1.18309, 2.60538)  0.629
H (0.75100, 4.30329, 2.22428)  0.207
H (-1.10150, -2.21601, -3.90692)  0.235
H (-3.84070, 0.48569, -1.11892)  0.539
H (1.90840, 0.07259, -2.52842)  0.417
H (6.29350, 0.23579, 0.80398)  0.431
H (-0.66680, 2.84779, -4.45462)  0.439
H (-1.58570, -2.17441, -0.37012)  0.767
H (1.40790, 0.03529, 5.70408)  0.396
H (5.92350, 0.41539, -3.92702)  0.404
H (-0.08970, 4.59229, -2.82682)  0.441
H (3.14950, -0.47531, 4.05718)  0.446
H (4.64000, -0.00781, 2.63108)  0.435
H (0.71740, 2.56019, 2.22098)  0.194
H (-6.32760, 0.74549, -1.18932)  0.494
H (-6.60620, -0.64031, 2.83288)  0.483
H (-1.49040, -4.59921, -0.45292)  0.493


2.
Computed, not measured: C34H24N3O5PRuS as an isolated structure in a non-equilibrium geometry, with ωB97M-V with the def2-TZVPD basis set.

Output
net charge	+1
spin multiplicity	2
molecular weight	718.69	g/mol
Kohn-Sham gap (spin up / spin down)	7.06 / 4.85	eV
relative energy (zero: lowest compared OMol25 entry of this formula, charge and spin)	0.0	kcal per mole

Last column: natural (NBO) charge in e.
CARTESIAN COORDINATES (ANGSTROEM)
Ru (-0.02601, 0.82860, 0.41293)  0.583
S (-0.09195, -0.21949, 2.93118)  2.393
P (0.08617, -1.51932, -0.02660)  1.111
O (1.12345, 0.10537, 2.10292)  -0.920
O (-1.23330, 0.45671, 2.26348)  -0.932
O (0.05954, 0.01508, 4.32416)  -0.902
O (-1.61522, 7.64894, 0.40952)  -0.501
O (0.58896, 7.77037, 0.38650)  -0.147
N (-2.10333, 1.22198, -0.21385)  -0.407
N (1.90480, 1.49506, -0.19650)  -0.385
N (-0.18729, 2.86847, 0.34207)  -0.402
C (3.28887, -2.94634, -2.16267)  -0.194
C (3.83268, -3.11042, 0.17253)  -0.221
C (-0.56192, -2.72707, 3.83852)  -0.191
C (-0.37971, -3.92525, 1.34159)  -0.189
C (-0.99057, -1.15439, -2.50169)  -0.203
C (-1.38875, 3.44905, 0.24473)  0.186
C (-3.81325, 2.87684, 0.05521)  -0.203
C (-3.06544, 0.30547, -0.35061)  0.077
C (-2.48331, 2.49815, 0.02363)  0.166
C (2.02972, -2.46028, -1.83657)  -0.207
C (-2.78003, -2.38128, -3.52766)  -0.175
C (3.39875, 3.35963, 0.01567)  -0.202
C (4.26113, 1.21385, -0.50637)  -0.223
C (0.87115, 4.99502, 0.30400)  -0.195
C (-1.84190, -1.35933, -3.57483)  -0.208
C (-4.79730, 1.92484, -0.13691)  -0.137
C (2.12797, 2.81280, 0.04067)  0.134
C (4.19301, -3.26711, -1.16057)  -0.195
C (-0.37451, 5.59738, 0.34734)  -0.105
C (-4.41255, 0.61145, -0.32928)  -0.217
C (-2.00034, -2.99885, -1.33369)  -0.147
C (-0.70240, -4.09918, 3.71744)  -0.180
C (2.97051, 0.72753, -0.45748)  0.074
C (1.66825, -2.29167, -0.50148)  -0.394
C (-0.29438, -2.53682, 1.43454)  -0.373
C (-0.52024, 7.09672, 0.39297)  0.693
C (-0.59775, -4.69991, 2.47042)  -0.187
C (-2.86108, -3.19322, -2.40689)  -0.223
C (4.48495, 2.55546, -0.26216)  -0.139
C (0.92147, 3.61138, 0.27282)  0.260
C (-1.52453, 4.82443, 0.27676)  -0.163
C (-0.35663, -1.95871, 2.70332)  -0.253
C (-1.05066, -1.98053, -1.37398)  -0.397
C (2.57728, -2.62699, 0.50336)  -0.140
H (-0.58926, -2.24384, 4.80526)  0.256
H (-1.78255, -0.71427, -4.44160)  0.228
H (-2.74922, -0.71417, -0.48576)  0.224
H (3.53357, 4.41210, 0.22071)  0.229
H (-0.66632, -5.77541, 2.37561)  0.231
H (4.52999, -3.36767, 0.95894)  0.228
H (-2.10306, -3.62317, -0.45965)  0.218
H (-3.59941, -3.98296, -2.36125)  0.228
H (-4.07750, 3.90658, 0.24844)  0.232
H (2.78085, -0.31064, -0.63211)  0.234
H (-0.23969, -4.40908, 0.38369)  0.227
H (3.55860, -3.07987, -3.20200)  0.226
H (5.48439, 2.96722, -0.28555)  0.238
H (-0.28684, -0.33021, -2.51983)  0.228
H (-2.48720, 5.30911, 0.22521)  0.259
H (5.07110, 0.53476, -0.73061)  0.242
H (1.77116, 5.58870, 0.26612)  0.243
H (-3.45250, -2.53941, -4.36041)  0.227
H (-5.84224, 2.20206, -0.11792)  0.238
H (5.17218, -3.64980, -1.41650)  0.228
H (-0.86553, -4.70084, 4.60117)  0.233
H (1.33208, -2.22192, -2.62664)  0.227
H (2.31167, -2.49383, 1.54562)  0.222
H (-5.13859, -0.17788, -0.45945)  0.239


3.
Computed, not measured: C34H25CrF5N9OPS as an isolated structure in a non-equilibrium geometry, with ωB97M-V with the def2-TZVPD basis set.

Output
net charge	-1
spin multiplicity	4
molecular weight	785.66	g/mol
Kohn-Sham gap (spin up / spin down)	7.12 / 7.27	eV

Last column: Mulliken charge in e.
CARTESIAN COORDINATES (ANGSTROEM)
Cr (-0.12788, 0.03921, -1.33597)  -1.795
S (0.26132, -3.03086, -0.15016)  0.984
P (-0.23620, 0.41984, 1.05437)  2.564
F (-2.51269, 4.57948, -2.82523)  -0.380
F (2.21098, 2.53900, -1.15445)  -0.396
F (-0.31311, 6.17090, -2.60352)  -0.368
F (2.04136, 5.08514, -1.79016)  -0.360
F (-2.36730, 2.00356, -2.27354)  -0.498
O (-0.00404, -2.24573, -1.39278)  -0.734
N (-2.49110, -0.95851, -3.58226)  0.040
N (-0.25133, -0.10112, -3.29542)  1.993
N (-1.04923, -0.25329, -5.33345)  -0.629
N (-3.71905, -1.65246, -0.44031)  -1.025
N (-2.08369, -0.53240, -1.27171)  1.050
N (0.68157, 0.33627, -4.17257)  -0.369
N (-2.68939, -0.93570, -0.13435)  -0.221
N (0.20867, 0.22749, -5.36058)  -0.871
N (-3.80466, -1.80027, -1.77093)  -0.658
C (-0.07200, 2.08674, -1.66179)  0.561
C (-3.05731, 3.34437, 0.98042)  -0.764
C (3.80181, 0.14857, 0.64090)  1.460
C (4.66761, -0.30752, -0.37840)  -1.065
C (-1.30607, -0.44598, -4.05389)  -0.167
C (2.03691, 1.02823, 2.63927)  -0.134
C (0.95465, 4.30521, -1.90938)  0.388
C (-0.96410, 4.46424, 1.35376)  -0.588
C (4.15446, -0.65905, -1.59604)  -1.085
C (-0.30691, 3.24235, 1.37586)  -1.046
C (4.27766, 0.55337, 1.90782)  -0.829
C (1.54020, 0.63777, 1.41892)  -0.307
C (-0.14574, -1.50548, 3.09385)  -0.364
C (2.40459, 0.21322, 0.37121)  -0.993
C (1.39303, -4.36136, -0.69875)  -1.030
C (1.01039, 2.95933, -1.59257)  0.049
C (-1.50859, 0.39240, 3.60758)  -0.202
C (-0.65430, -5.59929, -0.42628)  -0.601
C (-0.72016, -0.29885, 2.69121)  0.703
C (-2.33505, 4.51789, 1.15158)  -0.720
C (-0.34401, -2.00125, 4.37124)  -0.903
C (-2.40576, 2.12255, 1.00129)  -0.286
C (-2.78952, -1.09340, -2.25361)  0.026
C (0.49388, -5.36107, -1.40356)  -0.500
C (2.77307, -0.55599, -1.85925)  -0.438
C (1.87069, -0.11019, -0.91770)  1.177
C (-1.02350, 2.06488, 1.19574)  0.212
C (-0.23420, 4.86473, -2.32488)  0.754
C (-1.13321, -4.21768, 0.01684)  -0.716
C (-1.23349, 2.71216, -2.11688)  0.436
C (-1.70205, -0.10215, 4.89061)  -0.737
C (-1.34468, 4.05387, -2.42919)  0.279
C (-1.11829, -1.29552, 5.28088)  -0.603
C (3.42121, 1.00384, 2.87643)  -1.013
H (1.36248, 1.33890, 3.42920)  0.579
H (3.80365, 1.32807, 3.83697)  0.385
H (2.42578, -0.79369, -2.85797)  0.482
H (0.11982, -2.93509, 4.66603)  0.428
H (4.81912, -0.99467, -2.38469)  0.375
H (1.86339, -4.78509, 0.19219)  0.386
H (-1.25451, -1.66835, 6.28845)  0.372
H (-0.40414, 5.38335, 1.47764)  0.408
H (-2.84227, 5.47460, 1.12327)  0.365
H (-1.91017, -3.81826, -0.63198)  0.209
H (5.73336, -0.35820, -0.18238)  0.364
H (0.76690, 3.20088, 1.51464)  0.405
H (0.11544, -4.90763, -2.32239)  0.220
H (-2.95672, 1.20142, 0.85477)  0.452
H (-1.46840, -6.16454, -0.88027)  0.367
H (1.02107, -6.28154, -1.65912)  0.428
H (-4.12425, 3.38250, 0.79970)  0.415
H (0.49158, -2.03960, 2.40734)  0.550
H (2.14255, -3.88797, -1.33032)  0.335
H (-1.97358, 1.32567, 3.32682)  0.368
H (5.34330, 0.50472, 2.10617)  0.387
H (-0.28471, -6.16848, 0.43107)  0.269
H (-3.14752, -1.31041, -4.25462)  0.274
H (-1.49177, -4.17542, 1.04449)  0.468
H (-2.30585, 0.45730, 5.59478)  0.429